# 1
ORCA calculation (ωB97M-V/def2-TZVPD) on the molecule C12H28N2S2 at a distorted geometry.

Results
- Gap between HOMO and LUMO: 9.19 eV
- Relative energy (zero: lowest compared OMol25 entry of this formula, charge and spin): 90.3 kcal per mole
- Structure (SMILES): CCN(CC)CCSSCCN(CC)CC
- E_HOMO: -8.386 eV
- F_max: 5.66 eV/Å
- M: 264.5 g/mol

Last column: Mulliken charge in e.
Atoms and positions in Å:
C 3.723 3.129 0.777  -1.256
C 3.236 1.849 -0.028  -0.210
N 3.951 0.535 0.191  0.227
C 5.265 0.519 -0.501  -0.390
C 6.128 -0.541 0.090  -1.006
C 3.215 -0.565 -0.122  -0.494
C 2.041 -0.849 0.904  -0.389
S 0.918 -2.217 0.084  -0.114
S -0.548 -1.210 -1.018  -0.135
C -1.609 -0.547 0.165  -0.250
C -2.831 -0.110 -0.716  -1.595
N -3.839 0.497 0.244  0.305
C -4.735 -0.512 0.800  -0.270
C -5.595 -0.076 1.940  -1.208
C -4.352 1.648 -0.320  -0.634
C -5.181 1.524 -1.519  -1.003
H 3.731 2.972 1.923  0.252
H 4.715 3.572 0.529  0.320
H 3.109 3.946 0.536  0.436
H 3.405 2.080 -1.049  0.308
H 2.166 1.634 0.234  0.184
H 5.091 0.416 -1.606  0.345
H 5.761 1.429 -0.267  0.339
H 6.574 -0.185 1.124  0.247
H 5.770 -1.599 0.306  0.330
H 7.094 -0.804 -0.643  0.264
H 3.993 -1.488 0.013  0.025
H 2.701 -0.762 -1.276  0.122
H 1.336 -0.012 0.989  0.065
H 2.325 -1.469 1.780  0.394
H -1.082 0.209 0.615  0.386
H -2.066 -1.315 0.843  0.299
H -2.527 0.557 -1.490  0.662
H -3.214 -1.017 -1.169  0.357
H -5.192 -1.170 -0.061  0.338
H -3.985 -1.260 1.110  0.247
H -5.952 -1.044 2.419  0.386
H -6.494 0.505 1.508  0.237
H -4.995 0.565 2.602  0.303
H -3.497 2.406 -0.518  0.330
H -4.924 2.269 0.414  0.364
H -5.634 2.499 -1.876  0.381
H -6.063 0.764 -1.499  0.230
H -4.688 1.111 -2.420  0.270

---

# 2
ORCA calculation (ωB97M-V/def2-TZVPD) on a cluster of 2 separate species, C2H9N3O in total at a distorted geometry.

Results
- Gap between HOMO and LUMO: 6.49 eV
- Relative energy (zero: lowest compared OMol25 entry of this formula, charge and spin): 65.7 kcal per mole
- E_HOMO: -6.714 eV
- F_max: 2.61 eV/Å
- M: 91.1 g/mol

Last column: Mulliken charge in e.
Atoms and positions in Å:
N -0.209 -0.257 1.677  -0.205
C -0.027 -1.522 1.708  0.112
N 0.178 -2.171 0.531  -0.433
H 0.314 0.287 0.941  0.194
H -0.465 0.285 2.490  0.257
H -0.234 -2.131 2.582  0.326
H 0.721 -1.627 -0.148  0.317
H 0.742 -2.987 0.769  0.286
N -1.031 1.344 -1.760  -0.564
C 0.398 1.575 -1.511  -0.426
O 0.988 1.126 -0.377  -0.905
H -1.292 0.373 -1.669  0.212
H -1.616 1.912 -1.162  0.212
H 0.914 1.146 -2.404  0.282
H 0.619 2.646 -1.669  0.333

---

Please write out number 1 again, unchanged.
ORCA calculation (ωB97M-V/def2-TZVPD) on the molecule C12H28N2S2 at a distorted geometry.

Results
- Gap between HOMO and LUMO: 9.19 eV
- Relative energy (zero: lowest compared OMol25 entry of this formula, charge and spin): 90.3 kcal per mole
- Structure (SMILES): CCN(CC)CCSSCCN(CC)CC
- E_HOMO: -8.386 eV
- F_max: 5.66 eV/Å
- M: 264.5 g/mol

Last column: Mulliken charge in e.
Atoms and positions in Å:
C 3.723 3.129 0.777  -1.256
C 3.236 1.849 -0.028  -0.210
N 3.951 0.535 0.191  0.227
C 5.265 0.519 -0.501  -0.390
C 6.128 -0.541 0.090  -1.006
C 3.215 -0.565 -0.122  -0.494
C 2.041 -0.849 0.904  -0.389
S 0.918 -2.217 0.084  -0.114
S -0.548 -1.210 -1.018  -0.135
C -1.609 -0.547 0.165  -0.250
C -2.831 -0.110 -0.716  -1.595
N -3.839 0.497 0.244  0.305
C -4.735 -0.512 0.800  -0.270
C -5.595 -0.076 1.940  -1.208
C -4.352 1.648 -0.320  -0.634
C -5.181 1.524 -1.519  -1.003
H 3.731 2.972 1.923  0.252
H 4.715 3.572 0.529  0.320
H 3.109 3.946 0.536  0.436
H 3.405 2.080 -1.049  0.308
H 2.166 1.634 0.234  0.184
H 5.091 0.416 -1.606  0.345
H 5.761 1.429 -0.267  0.339
H 6.574 -0.185 1.124  0.247
H 5.770 -1.599 0.306  0.330
H 7.094 -0.804 -0.643  0.264
H 3.993 -1.488 0.013  0.025
H 2.701 -0.762 -1.276  0.122
H 1.336 -0.012 0.989  0.065
H 2.325 -1.469 1.780  0.394
H -1.082 0.209 0.615  0.386
H -2.066 -1.315 0.843  0.299
H -2.527 0.557 -1.490  0.662
H -3.214 -1.017 -1.169  0.357
H -5.192 -1.170 -0.061  0.338
H -3.985 -1.260 1.110  0.247
H -5.952 -1.044 2.419  0.386
H -6.494 0.505 1.508  0.237
H -4.995 0.565 2.602  0.303
H -3.497 2.406 -0.518  0.330
H -4.924 2.269 0.414  0.364
H -5.634 2.499 -1.876  0.381
H -6.063 0.764 -1.499  0.230
H -4.688 1.111 -2.420  0.270